A:
C12H21I2NPdSSb as an isolated structure, computed with the ωB97M-V functional and the def2-TZVPD basis.

```
39
Properties=species:S:1:pos:R:3:mulliken_charge:R:1
Pd 0.9401 1.7097 0.0465 -0.262
S 4.7064 1.9699 -0.1004 -0.475
C 4.0638 0.3623 0.0109 0.342
C 5.0056 -0.6769 -0.0954 -0.670
C 4.5901 -1.9845 -0.0029 -0.221
C 3.2389 -2.2325 0.2163 -0.892
C 2.3744 -1.1592 0.3119 -0.265
N 2.7594 0.1124 0.1988 0.000
H 6.0398 -0.4148 -0.2463 0.404
H 5.2964 -2.7942 -0.0960 0.415
H 2.8602 -3.2358 0.3015 0.397
H 1.3171 -1.3345 0.4888 0.495
I 2.6121 3.7542 0.1065 0.514
C 0.8662 5.1536 0.0669 -0.924
I -0.9032 3.9572 -0.0075 0.203
H 0.9059 5.7879 -0.8128 0.402
H 0.8515 5.7488 0.9743 0.396
C -0.6842 -2.1947 -2.0727 -1.235
C -1.2222 -1.9688 -0.6739 -0.949
Sb -1.0768 0.1375 -0.1436 1.177
C -1.4486 0.1444 2.0172 -0.632
C -2.4085 -0.9144 2.5229 -1.052
C -2.8669 0.9957 -1.0747 -0.629
C -4.1018 0.1174 -1.0343 -1.097
H -0.7766 -3.2408 -2.3564 0.395
H 0.3676 -1.9142 -2.1378 0.323
H -1.2368 -1.5996 -2.7965 0.353
H -0.6726 -2.5630 0.0541 0.529
H -2.2733 -2.2325 -0.5935 0.607
H -1.8072 1.1478 2.2587 0.388
H -0.4626 0.0167 2.4801 0.360
H -3.4083 -0.7706 2.1218 0.232
H -2.4670 -0.8497 3.6079 0.387
H -2.0677 -1.9153 2.2651 0.287
H -2.5970 1.2092 -2.1120 0.419
H -3.0512 1.9526 -0.5783 0.337
H -3.9167 -0.8358 -1.5239 0.276
H -4.9043 0.6167 -1.5744 0.392
H -4.4414 -0.0633 -0.0168 0.273
```

For the HOMO energy, the calculation gives -10.37 eV. As for the LUMO energy: -5.83 eV. The net charge is +1.

***

B:
C12H21I2NPdSSb as an isolated structure, computed with the ωB97M-V functional and the def2-TZVPD basis.

```
39
Properties=species:S:1:pos:R:3:mulliken_charge:R:1
Pd -0.5564 0.2211 -0.5421 0.090
S -1.7038 -1.7863 -0.4586 -0.559
C -2.0593 -1.2048 1.1738 1.057
C -2.8286 -1.8693 2.1200 -0.768
C -2.9659 -1.2879 3.3660 -0.164
C -2.3452 -0.0704 3.6381 -0.701
C -1.6041 0.5288 2.6412 -0.311
N -1.4709 -0.0273 1.4369 -0.348
H -3.2943 -2.8129 1.8727 0.418
H -3.5547 -1.7795 4.1291 0.401
H -2.4323 0.4048 4.6040 0.397
H -1.1068 1.4776 2.7969 0.372
I 0.6222 2.6173 -0.4115 0.134
C 2.5639 1.9087 0.1016 -0.914
I 2.6776 -0.1909 0.1354 0.135
H 2.7735 2.2826 1.0958 0.456
H 3.2573 2.3032 -0.6300 0.416
C 0.8318 -2.4728 -3.4219 -1.124
C -0.5078 -1.8653 -3.8276 -0.896
Sb -0.7295 0.0824 -3.0243 0.935
C -2.6142 0.8148 -3.6833 -0.694
C -3.0293 0.2908 -5.0554 -1.019
C 0.7627 1.2049 -4.0567 -0.680
C 0.8135 0.9439 -5.5588 -1.038
H 0.9418 -3.4695 -3.8490 0.384
H 0.9086 -2.5633 -2.3371 0.210
H 1.6730 -1.8709 -3.7719 0.313
H -1.3467 -2.4668 -3.4762 0.573
H -0.6056 -1.7635 -4.9094 0.523
H -2.5446 1.9035 -3.6668 0.423
H -3.3236 0.5187 -2.9106 0.385
H -2.3323 0.5900 -5.8379 0.216
H -4.0105 0.6836 -5.3234 0.386
H -3.0994 -0.7972 -5.0646 0.308
H 1.7071 0.9462 -3.5734 0.324
H 0.5680 2.2557 -3.8378 0.456
H 0.9825 -0.1099 -5.7837 0.267
H 1.6298 1.5072 -6.0123 0.392
H -0.1075 1.2512 -6.0541 0.244
```

For the HOMO energy, the calculation gives -11.21 eV. As for the LUMO energy: -3.84 eV. The net charge is +1.

***

Most stable to least stable, the ends of the list are B and A.

***

A:
One molecule with the formula C9H11NO3, computed with the ωB97M-V functional and the def2-TZVPD basis.

```
24
Properties=species:S:1:pos:R:3:mulliken_charge:R:1
C 0.4931 -3.1520 1.2043 -0.913
C 0.3507 -0.9920 0.2119 0.570
C 0.5250 -1.5811 -1.0385 -0.276
C 0.5025 -0.8747 -2.1663 -0.919
C 0.4704 0.5228 -2.1568 -0.410
C 0.2775 1.1349 -1.0088 0.000
C 0.6595 2.6384 -0.5763 0.454
C 0.0763 0.3796 0.2695 0.575
C -1.5302 0.4606 1.9137 -0.638
H 0.0642 -3.6047 2.1388 0.248
H 1.6668 -3.2499 1.0875 0.308
H -0.1824 -3.6675 0.5488 0.396
H 0.6760 -2.6129 -1.2188 0.416
H 0.6015 -1.3264 -3.1317 0.370
H 0.5743 1.1855 -3.0342 0.366
H 0.0640 4.3465 -0.0131 0.267
H -1.1631 3.7017 -0.9399 0.247
H -1.2503 0.3048 2.9698 0.257
H -2.4960 1.0386 1.7636 0.248
H -1.6533 -0.5440 1.4840 0.305
N -0.2084 3.6987 -0.7928 -0.500
O 0.1829 -1.7451 1.2996 -0.383
O 1.7810 2.8412 -0.1069 -0.579
O -0.4820 1.0968 1.2929 -0.408
```

For the HOMO energy, the calculation gives -8.21 eV. As for the LUMO energy: 0.73 eV. The SMILES is COc1cccc(C(N)=O)c1OC. The net charge is 0.

***

B:
A 2-piece molecular cluster, C9H11NO3 overall, computed with the ωB97M-V functional and the def2-TZVPD basis.

```
24
Properties=species:S:1:pos:R:3:mulliken_charge:R:1
C -0.9411 2.2839 0.8617 -0.709
C -0.9893 2.0611 -0.4895 -0.699
C -0.1823 1.3889 1.6712 -0.689
C -0.3897 0.9806 -1.0941 -0.585
C 0.4540 0.3018 0.9886 0.026
C 0.4102 0.1072 -0.3737 1.028
C -3.6971 1.3173 1.1501 0.765
C 1.1647 -1.3109 -2.3364 -0.824
C 1.8270 -2.5972 0.7371 -0.669
N 1.0545 -0.9519 -0.9007 0.108
O -3.4063 1.5496 2.2504 -0.381
O -4.1986 1.0807 0.1434 -0.372
O 2.1632 -1.4975 -0.0760 -0.378
H -1.4357 3.2059 1.2931 0.422
H -1.6627 2.5820 -1.0952 0.419
H -0.2663 1.5812 2.7612 0.346
H -0.2129 1.0643 -2.1643 0.208
H 1.2202 -0.3147 1.4818 0.319
H 0.3070 -0.7197 -2.6976 0.299
H 2.2537 -1.1124 -2.6118 0.287
H 1.1150 -2.4506 -2.4524 0.208
H 2.8117 -3.1751 0.8008 0.261
H 0.9869 -3.1294 0.4073 0.316
H 1.6138 -2.2451 1.7451 0.292
```

For the HOMO energy, the calculation gives -7.81 eV. As for the LUMO energy: 0.71 eV. The SMILES is CON(C)c1ccccc1.O=C=O. The net charge is 0.

***

Most stable to least stable, the ends of the list are A and B.

***

A:
A 8-piece molecular cluster, C6H30N2O7 overall, computed with the ωB97M-V functional and the def2-TZVPD basis.

```
45
Properties=species:S:1:pos:R:3:mulliken_charge:R:1
C 1.6396 -0.5757 1.3582 -1.146
N 2.4537 -0.2072 0.1739 -0.320
C 2.0390 1.0403 -0.4747 -0.305
C 2.7049 2.2959 0.0926 -0.772
N 3.1436 3.3046 -0.8739 -0.619
C 0.1602 -0.7004 1.1222 0.335
C -1.6222 -1.8688 -0.3695 -0.566
C -0.3715 -2.0007 0.4651 -0.985
H 2.0382 -1.5524 1.6470 0.415
H 1.7851 0.0934 2.2158 0.347
H 3.4100 -0.1418 0.4935 0.370
H 0.9530 1.0331 -0.5556 0.168
H 2.2805 1.0660 -1.5483 0.419
H 2.1517 2.7721 0.9022 0.313
H 3.6449 1.9998 0.5682 0.282
H 2.4584 3.5732 -1.5637 0.240
H 3.9845 2.9741 -1.3229 0.247
H -0.4146 -0.5925 2.0431 0.572
H -0.2716 0.1802 0.6249 -0.177
H -1.3318 -1.9331 -1.4048 -0.365
H -2.4306 -2.5396 -0.0931 0.409
H -2.1420 -0.9145 -0.2828 0.131
H 0.4269 -2.4681 -0.1108 0.661
H -0.3000 -2.6532 1.3415 0.471
H 1.3879 -1.0090 -1.5105 0.339
H 1.9522 -1.8092 -2.7005 0.154
O 1.1378 -1.6087 -2.2308 -0.534
H -2.2821 1.3289 1.6014 0.333
H -3.2156 2.4479 2.2839 0.275
O -2.7792 1.6006 2.3695 -0.634
H -1.5542 -2.0834 4.5714 0.267
H -2.8041 -2.4048 3.6744 0.274
O -1.9033 -2.0856 3.6795 -0.537
H -0.0290 -0.1667 -3.0125 0.321
H -1.1600 -0.5177 -3.9499 0.376
O -0.7673 0.2311 -3.4940 -0.684
H -1.3446 3.5322 2.9824 0.290
H -0.4232 2.3870 2.6068 0.347
O -0.4282 3.2578 3.0074 -0.632
H -3.5089 1.6243 -1.3992 0.266
H -2.2721 0.9810 -1.8239 0.314
O -2.8822 0.9621 -1.0927 -0.593
H -1.8887 -3.1970 -3.3734 0.344
H -0.6079 -2.6554 -2.9280 0.246
O -1.0174 -3.0003 -3.7092 -0.660
```

For the HOMO energy, the calculation gives -8.94 eV. As for the LUMO energy: 0.42 eV. The SMILES is CCCCNCCN.O.O.O.O.O.O.O. The net charge is 0.

***

B:
A 8-piece molecular cluster, C6H30N2O7 overall, computed with the ωB97M-V functional and the def2-TZVPD basis.

```
45
Properties=species:S:1:pos:R:3:mulliken_charge:R:1
C 0.0231 1.5433 0.1612 -0.989
N 0.0721 0.1661 -0.3966 0.157
C 1.3626 -0.2627 -0.9306 0.984
C 1.2001 -1.5176 -1.7909 -0.747
N 0.5914 -2.5951 -1.0131 -0.446
C -1.3920 1.8572 0.5334 0.462
C -1.4734 1.2321 3.0601 -1.377
C -2.0992 1.1239 1.6529 -0.368
H 0.6730 1.6500 1.0435 0.445
H 0.4045 2.2514 -0.5751 0.506
H -0.0784 -0.4113 0.4220 0.168
H 2.0358 -0.4624 -0.0768 -1.708
H 1.9323 0.4314 -1.5530 0.521
H 0.5420 -1.1885 -2.6043 0.393
H 2.1546 -1.8291 -2.2170 0.332
H 0.0504 -3.2532 -1.5523 0.245
H 0.0186 -2.2506 -0.2574 0.040
H -1.4189 2.9572 0.6233 0.448
H -2.1814 1.8303 -0.2204 -0.873
H -0.6682 0.5394 3.3046 0.281
H -1.1669 2.2580 3.2575 0.331
H -2.2761 0.8857 3.7176 0.429
H -3.1508 1.3733 1.7067 0.391
H -2.0024 0.0805 1.3321 0.310
H -1.2413 0.7526 -1.9323 0.191
H -2.3030 0.0273 -2.7324 0.322
O -1.8090 0.8527 -2.7154 -0.737
H 3.0727 -3.4925 1.6212 0.265
H 2.1460 -2.8450 0.4593 0.389
O 2.4452 -2.8093 1.3821 -0.660
H -0.7234 -3.0571 2.0086 0.272
H -2.1231 -2.5069 2.3034 0.279
O -1.2758 -2.2732 1.9127 -0.575
H -0.1546 3.3678 -3.8452 0.292
H -0.5777 2.1292 -3.0567 0.444
O -0.0170 2.9217 -3.0053 -0.618
H 4.1865 -0.3268 -0.3967 0.385
H 4.5446 -1.1836 -1.6074 0.311
O 4.9035 -0.5131 -1.0184 -0.650
H 2.8429 -1.1009 1.5125 0.428
H 2.3456 0.3196 1.3344 0.393
O 3.0935 -0.1643 1.6905 -0.729
H -3.5592 1.6798 -0.7734 0.399
H -4.7455 0.8315 0.0021 0.272
O -4.2037 0.9809 -0.7711 -0.607
```

For the HOMO energy, the calculation gives -9.58 eV. As for the LUMO energy: 0.18 eV. The SMILES is CCCCNCCN.O.O.O.O.O.O.O. The net charge is 0.

***

Most stable to least stable, the ends of the list are B and A.

***

A:
One molecule with the formula C2H2N2O4, computed with the ωB97M-V functional and the def2-TZVPD basis.

```
10
Properties=species:S:1:pos:R:3:mulliken_charge:R:1
C 1.5683 0.0994 -0.0583 0.595
C 0.3168 0.9422 -0.2100 0.374
H -2.5545 0.5502 -0.0459 0.369
H -0.7487 -2.0186 0.4945 0.332
N -0.7055 -0.0347 -0.2313 0.218
N -0.2299 -1.4254 -0.4432 -0.242
O -1.7566 0.3922 0.5393 -0.414
O 1.1874 -1.1786 -0.0222 -0.197
O 2.7516 0.5336 0.3155 -0.535
O 0.1711 2.1398 -0.3384 -0.498
```

For the HOMO energy, the calculation gives -10.31 eV. As for the LUMO energy: -0.75 eV. The SMILES is O=c1o[nH]n(O)c1=O. The net charge is 0.

***

B:
A 2-piece molecular cluster, C2H2N2O4 overall, computed with the ωB97M-V functional and the def2-TZVPD basis.

```
10
Properties=species:S:1:pos:R:3:mulliken_charge:R:1
C 1.3696 0.6971 -0.3441 -0.126
C -2.9429 -0.7405 -0.0327 0.721
N 0.7933 2.7782 0.8345 -0.419
N 0.9389 1.8447 0.2519 0.481
O -2.6744 -1.7026 0.5361 -0.354
O -3.2613 0.1794 -0.6408 -0.363
O 1.2279 -1.3852 0.5963 -0.358
O 0.6631 -0.3978 -0.3581 -0.248
H 2.1614 0.7660 -1.0008 0.355
H 1.7243 -2.0394 0.1576 0.312
```

For the HOMO energy, the calculation gives -8.67 eV. As for the LUMO energy: 0.32 eV. The net charge is 0.

***

Most stable to least stable, the ends of the list are B and A.